*A*
ORCA calculation (ωB97M-V/def2-TZVPD) on a 2-piece molecular cluster, C2H5ClS overall.

Output
- frontier orbital gap (alpha / beta) (eV) = 9.27 / 5.94
- net charge = 0

Element x y z (Å)
C: -0.69382 -0.94707 -0.39211
C: -0.73039 0.25092 0.42639
S: 1.92294 1.57044 0.06292
Cl: -1.62562 1.56084 -0.07774
H: -1.09244 -0.99196 -1.50135
H: 0.37229 -1.26224 -0.40300
H: -1.21977 -1.83816 0.16088
H: 0.19224 0.51786 0.85248
H: 2.87458 1.13935 0.87152

=====

*B*
ORCA calculation (ωB97M-V/def2-TZVPD) on the molecule C2H5ClS.

Output
- frontier orbital gap (eV) = 9.83
- net charge = 0
- structure (SMILES) = C[C@@H](S)Cl

Element x y z (Å)
C: 0.87376 -0.23011 0.12297
C: -0.56290 -0.05267 0.58941
S: -1.46321 1.09603 -0.97756
Cl: -1.71938 -1.36970 0.80373
H: 1.04772 -0.84902 -0.79743
H: 1.25892 0.67740 -0.05805
H: 1.43606 -0.77565 0.83811
H: -0.55684 0.63573 1.36129
H: -0.31413 0.86798 -1.88247

=====

The most stable of them is *B*.

=====

*A*
ORCA calculation (ωB97M-V/def2-TZVPD) on an isolated ion of composition C7H14NOS and charge +1.

Output
- frontier orbital gap (eV) = 9.38
- net charge = +1

Element x y z (Å)
C: -0.43039 -2.46075 0.04297
C: -1.39678 -1.56269 0.68861
C: 1.72074 0.83953 0.47881
C: 1.68770 -0.60190 0.95279
C: 0.41190 -0.07532 -1.30397
C: 0.21365 2.36198 -0.89112
C: -2.09305 -0.61658 -0.00344
N: 0.47948 0.96277 -0.26906
O: -2.93370 0.31303 0.56052
S: 1.13464 -1.46454 -0.56321
H: -0.07264 -3.14335 0.82868
H: -0.71070 -3.03641 -0.85882
H: -1.61646 -1.65712 1.76161
H: 1.67540 1.61080 1.17605
H: 2.55372 0.88858 -0.19751
H: 2.72026 -0.97339 1.10839
H: 0.92422 -0.74974 1.81388
H: 1.14686 0.27632 -1.93457
H: 0.05134 3.06331 -0.04849
H: 1.21083 2.72520 -1.34979
H: -0.69902 2.33402 -1.46728
H: -2.00861 -0.33230 -0.98241
H: -0.26572 0.68322 0.46419
H: -3.70368 0.61531 -0.00683

=====

*B*
ORCA calculation (ωB97M-V/def2-TZVPD) on an isolated ion of composition C7H14NOS and charge +1.

Output
- frontier orbital gap (eV) = 9.82
- net charge = +1

Element x y z (Å)
C: 0.56749 -1.31441 -0.34909
C: -0.86849 -1.46647 -0.72480
C: -1.62716 -1.33889 0.64953
C: -2.04522 0.17204 0.80794
C: -0.84517 1.15362 0.91016
C: 0.27207 1.02379 -0.06414
C: 3.31280 0.59010 -0.83117
N: 1.04437 -0.12630 0.03893
O: 3.16894 -1.44854 0.67793
S: 2.74278 -0.03210 0.77740
H: 1.05707 -2.26987 -0.42142
H: -1.21325 -0.55875 -1.30019
H: -1.00190 -2.47101 -1.18747
H: -2.50945 -1.89955 0.70503
H: -0.92182 -1.76273 1.37326
H: -2.76047 0.45105 0.06057
H: -2.51084 0.19198 1.88747
H: -1.33733 2.13513 0.84766
H: -0.33645 1.27490 1.85219
H: -0.04657 1.03437 -1.02297
H: 1.08873 1.79229 -0.01655
H: 2.48673 0.66863 -1.54898
H: 4.12290 -0.14554 -1.10123
H: 3.76545 1.54179 -0.49621

=====

*C*
ORCA calculation (ωB97M-V/def2-TZVPD) on a 2-piece molecular cluster, C7H14NOS overall.

Output
- frontier orbital gap (eV) = 7.98
- net charge = +1

Element x y z (Å)
C: 1.70727 1.22497 0.69518
C: -2.21074 -0.57647 0.89847
C: 0.42632 0.76142 0.52169
C: -1.11836 -1.17136 0.44985
C: 1.94205 2.64795 0.95270
C: -3.52471 -1.26903 0.87705
C: 0.17337 -0.66877 0.32662
N: 0.52671 -0.16547 -2.55158
O: 2.63137 -1.44934 -0.43521
S: 1.13239 -2.03286 -0.03870
H: 2.54954 0.54440 0.95984
H: -2.17209 0.48097 1.30309
H: -0.51167 1.30105 0.39572
H: -1.35690 -2.15077 0.22173
H: 1.08508 3.17986 1.23026
H: 2.21518 3.19037 -0.07674
H: 2.81520 2.97424 1.53364
H: -3.75537 -1.30432 1.90512
H: -3.40861 -2.24939 0.37266
H: -4.37293 -0.71491 0.24060
H: 1.29937 -0.80026 -2.56928
H: -0.06089 -0.45399 -3.32927
H: 0.88040 0.78277 -2.90643
H: 3.10800 -2.08108 -0.97703

=====

The most stable of them is *B*.

=====

*A*
ORCA calculation (ωB97M-V/def2-TZVPD) on a 2-piece molecular cluster, C2H8NO2 overall.

Output
- frontier orbital gap (alpha / beta) (eV) = 4.29 / 8.25
- 2S+1 = 2
- net charge = 0
- <S²> = 0.75

Element x y z (Å)
O: -0.46584 -0.00126 1.87822
C: -1.13618 -0.54354 0.97392
C: -1.25195 0.12875 -0.34681
N: 0.00685 0.89764 -0.56828
H: -1.70124 -1.45640 1.19335
H: -1.43769 -0.45127 -1.24758
H: -2.13536 0.83526 -0.30299
H: 0.68584 0.16783 -0.92045
H: -0.13554 1.76064 -1.11341
H: 0.36180 1.15690 0.36147
H: 2.76106 -0.15953 0.24842
H: 2.40786 -1.59878 -0.13772
O: 2.04037 -0.73624 -0.01813

=====

*B*
ORCA calculation (ωB97M-V/def2-TZVPD) on a 2-piece molecular cluster, C2H8NO2 overall.

Output
- frontier orbital gap (alpha / beta) (eV) = 10.08 / 6.01
- 2S+1 = 2
- net charge = 0
- <S²> = 0.76

Element x y z (Å)
C: -0.81556 1.03179 -0.29288
O: -0.37116 0.84162 0.98158
C: 0.23299 0.54776 -1.30486
N: 0.26216 -0.94169 -1.38192
H: -1.01347 2.15004 -0.34879
H: -1.85554 0.57125 -0.37333
H: 1.22777 0.85676 -0.99330
H: 0.01740 0.94592 -2.30059
H: -0.75489 -1.32219 -1.45594
H: 0.77337 -1.41088 -0.64045
H: 0.18696 -1.98020 1.90557
H: 0.26236 0.00590 1.18082
O: 0.71106 -1.17752 1.82251

=====

The most stable of them is *A*.

=====

*A*
ORCA calculation (ωB97M-V/def2-TZVPD) on an isolated ion of composition C10H17N5 and charge +2.

Output
- frontier orbital gap (eV) = 8.52
- net charge = +2
- structure (SMILES) = C[n+]1cccc(CN(C=[NH2+])/N=C\CN)c1

Element x y z (Å)
C: -1.56028 -3.78600 -2.51885
N: -0.56010 -3.03050 -1.67992
C: 0.47324 -3.61290 -1.13090
C: 1.28399 -2.97276 -0.24367
C: 1.15779 -1.56405 -0.10147
C: 0.03265 -0.92821 -0.77427
C: -0.22601 0.47452 -0.69007
N: 0.66839 1.25348 0.10614
C: 1.27389 2.35873 -0.31230
N: 2.16628 2.99437 0.45288
N: 0.97839 0.72892 1.33762
C: 0.47348 1.10799 2.44253
C: -0.61151 2.17626 2.54227
N: -0.89234 2.76292 1.29940
C: -0.81373 -1.74766 -1.52868
H: -1.87811 -3.05275 -3.34309
H: -1.16680 -4.73601 -2.95478
H: -2.37744 -4.14027 -1.96426
H: 0.39788 -4.67384 -1.22441
H: 2.04356 -3.45408 0.33739
H: 1.81184 -1.00856 0.49814
H: -0.36332 0.96208 -1.64188
H: -1.21863 0.50642 -0.27788
H: 1.03386 2.86470 -1.36717
H: 2.12381 2.73402 1.38582
H: 2.48040 3.86429 0.07343
H: 0.87937 0.50513 3.33663
H: -0.09498 2.91621 3.28610
H: -1.54680 1.66835 2.96650
H: -0.88936 3.71075 1.41528
H: -1.74214 2.40472 0.78987
H: -1.85551 -1.46835 -1.92577

=====

*B*
ORCA calculation (ωB97M-V/def2-TZVPD) on an isolated ion of composition C10H17N5 and charge +2.

Output
- frontier orbital gap (eV) = 8.54
- net charge = +2
- structure (SMILES) = CC/N=C1/[N+]#CC/C=C\C(N)=[N+](/CC)N1

Element x y z (Å)
C: -4.53517 0.95128 -0.59950
C: -3.70658 -0.21734 -0.00964
N: -2.39951 0.13045 -0.50859
C: -1.16993 0.13049 -0.26372
N: -0.28508 0.89788 -1.04738
C: 0.85679 1.05083 -1.24344
C: 2.18319 1.36004 -1.63554
C: 3.21892 1.07009 -0.56012
C: 2.93995 0.84461 0.73015
C: 1.59767 0.74973 1.23931
N: 1.12159 1.57538 2.10706
N: 1.00628 -0.38405 0.86843
C: 1.70716 -1.53485 0.30535
C: 1.32529 -2.01727 -1.06241
N: -0.38938 -0.43159 0.92882
H: -3.93517 1.75710 -0.71938
H: -4.98180 0.69054 -1.53597
H: -5.40063 1.10129 0.06879
H: -4.05100 -1.15166 -0.38895
H: -3.80289 -0.31585 0.99203
H: 2.23269 2.38906 -2.06597
H: 2.40346 0.70362 -2.56626
H: 4.23592 0.99150 -0.84268
H: 3.69252 0.73275 1.52741
H: 1.77987 2.42196 2.24746
H: 0.21980 1.63588 2.50808
H: 2.78255 -1.40433 0.22220
H: 1.55335 -2.45303 0.94453
H: 0.29480 -2.38391 -1.12706
H: 1.52339 -1.36593 -1.97202
H: 1.82460 -2.92769 -0.97128
H: -0.87978 -1.36726 1.20489

=====

The most stable of them is *A*.

=====

*A*
ORCA calculation (ωB97M-V/def2-TZVPD) on the molecule C3H9ClNOP.

Output
- frontier orbital gap (eV) = 10.04
- net charge = 0
- structure (SMILES) = CN(C)[P@@](C)(=O)Cl

Element x y z (Å)
C: -1.69994 0.47277 0.87344
N: -0.64778 0.28942 -0.11135
C: -0.89694 -0.56209 -1.25249
P: 0.85476 0.36906 0.61319
C: 2.18748 -0.05721 -0.46281
O: 1.00979 1.73433 1.46251
Cl: 0.80755 -1.01969 2.01884
H: -2.08947 -0.43424 1.18481
H: -1.29782 0.90602 1.70509
H: -2.54921 1.16177 0.59752
H: -0.32331 -0.34476 -2.17201
H: -0.80688 -1.73654 -1.01750
H: -2.00055 -0.36701 -1.42630
H: 2.98828 0.10849 0.16592
H: 1.99269 -1.04423 -0.77430
H: 2.47136 0.52391 -1.40455

=====

*B*
ORCA calculation (ωB97M-V/def2-TZVPD) on a 2-piece molecular cluster, C3H9ClNOP overall.

Output
- frontier orbital gap (eV) = 10.26
- net charge = 0
- structure (SMILES) = CP(O)Cl.C=NC

Element x y z (Å)
C: -1.96688 -0.72944 -1.35439
P: -1.90841 -0.35633 0.49104
O: -3.44568 0.31447 0.63983
Cl: -0.84187 1.38272 0.26212
H: -1.23317 -0.10002 -1.86981
H: -1.41564 -1.71284 -1.70066
H: -2.94147 -0.79860 -1.84727
H: -3.82252 -0.05868 1.44272
C: 2.48722 1.39622 1.14626
N: 2.31046 0.12311 1.17974
C: 1.90173 -0.59839 0.01385
H: 3.01497 1.68670 2.05070
H: 2.38630 1.97901 0.26547
H: 0.96761 -1.21842 0.18174
H: 1.83524 -0.02893 -0.90789
H: 2.67211 -1.28059 0.00655

=====

*C*
ORCA calculation (ωB97M-V/def2-TZVPD) on the molecule C3H9ClNOP.

Output
- frontier orbital gap (eV) = 9.59
- net charge = 0
- structure (SMILES) = CC(C)NP(O)Cl

Element x y z (Å)
C: -0.88395 1.85859 -0.06750
C: 0.01152 0.65053 -0.33627
C: -0.75485 -0.21008 -1.31777
N: 0.45093 -0.09272 0.83336
P: 1.14954 -2.06846 0.44228
O: 2.44977 -1.95331 1.44295
Cl: 0.03989 -3.14073 1.76950
H: -1.02684 2.59064 -0.97070
H: -1.84749 1.55293 0.14950
H: -0.36491 2.52585 0.58016
H: 0.97257 0.90516 -0.80587
H: -0.69202 0.28971 -2.32168
H: -1.79714 -0.31696 -0.88430
H: -0.31671 -1.14589 -1.53884
H: -0.14485 -0.45229 1.65868
H: 2.75453 -0.99296 1.36650

=====

The most stable of them is *A*.

=====

*A*
ORCA calculation (ωB97M-V/def2-TZVPD) on an isolated ion of composition C4H10NOS and charge +1.

Output
- frontier orbital gap (eV) = 10.70
- net charge = +1
- structure (SMILES) = C=C(O)[N@H+](C)CS

Element x y z (Å)
C: 0.88107 2.03820 0.66772
C: 0.73239 1.01287 -0.10837
O: 1.08246 0.79942 -1.45317
N: -0.12464 -0.15407 0.26303
C: 0.69640 -1.35197 0.66666
C: -1.19305 -0.37836 -0.80290
S: -2.82873 -0.71389 0.18457
H: 1.68573 2.71240 0.27944
H: 0.68478 2.13773 1.67242
H: 1.25219 1.64606 -1.81410
H: -0.47693 0.24416 1.15686
H: 0.48158 -1.67846 1.67726
H: 0.32260 -2.15234 -0.00679
H: 1.80859 -1.26325 0.45256
H: -0.94069 -1.24197 -1.31169
H: -1.26932 0.40313 -1.59439
H: -2.79444 -2.05967 0.07088

=====

*B*
ORCA calculation (ωB97M-V/def2-TZVPD) on an isolated ion of composition C4H10NOS and charge +1.

Output
- frontier orbital gap (eV) = 10.12
- net charge = +1

Element x y z (Å)
C: 1.69999 -0.16536 -0.00851
C: 1.39291 1.40515 0.30896
C: -1.05575 0.06979 0.30044
C: -2.12441 -0.34483 -0.62214
N: 0.55062 -0.90458 -0.55065
O: -1.12935 -0.43654 1.49392
S: -0.45831 1.65760 0.08580
H: 2.75842 -0.30565 -0.62790
H: 1.84936 -0.68480 0.89946
H: 1.93231 1.54442 1.23870
H: 1.85901 2.02128 -0.41705
H: -2.71035 -1.14119 -0.19433
H: -1.84170 -0.80863 -1.57235
H: -2.75039 0.50626 -0.77937
H: 0.38200 -0.67817 -1.53911
H: 0.55467 -1.85209 -0.31818
H: -0.90902 0.11734 2.30231

=====

The most stable of them is *B*.